(w)
A cluster of 6 separate species, H12O6 in total, computed with ωB97M-V/def2-TZVPD.

Element x y z (Å)
O  1.870  1.064  -0.873
O  -0.271  -1.245  -1.751
O  -0.927  -1.935  1.072
O  -0.818  1.579  -1.475
O  1.358  -0.444  1.573
O  -0.923  1.119  1.333
H  -0.792  0.713  -1.915
H  1.565  -0.070  0.671
H  -1.466  -1.377  1.689
H  -1.103  1.305  -0.525
H  -1.014  -1.408  0.240
H  2.158  1.875  -0.507
H  -0.342  -2.171  -2.082
H  0.981  1.411  -1.215
H  0.815  -1.266  1.476
H  -0.291  0.517  1.776
H  -1.460  1.488  2.064
H  0.658  -1.156  -1.553

As for the SMILES: O.O.O.O.O.O. The value obtained for the LUMO energy is 0.32 eV. The HOMO energy comes out at -11.001 eV. Its HOMO-LUMO gap is 11.3 eV.

From a Löwdin analysis of the wavefunction, the atomic charges in e read:
1 O -0.073
2 O -0.046
3 O -0.090
4 O -0.102
5 O -0.109
6 O -0.076
7 H 0.011
8 H 0.022
9 H 0.065
10 H 0.054
11 H 0.027
12 H 0.029
13 H 0.093
14 H 0.039
15 H 0.024
16 H 0.015
17 H 0.075
18 H 0.041

---

(x)
A cluster of 6 separate species, H12O6 in total, computed with ωB97M-V/def2-TZVPD.

Element x y z (Å)
O  -0.202  -0.609  -0.508
O  2.544  0.357  1.094
O  -2.229  -2.284  -0.163
O  -1.407  1.805  -0.458
O  2.030  -0.483  -2.021
O  -1.119  0.733  2.307
H  2.285  -1.303  -1.598
H  -0.662  0.230  -0.538
H  0.492  -0.525  -1.162
H  -1.240  2.640  -0.021
H  -1.191  0.775  1.353
H  -1.427  1.588  2.608
H  -1.680  -2.937  0.272
H  -2.098  2.000  -1.092
H  1.948  -0.285  0.709
H  2.837  -0.156  -2.417
H  2.762  -0.004  1.954
H  -1.644  -1.543  -0.318

As for the SMILES: O.O.O.O.O.O. The value obtained for the LUMO energy is 0.19 eV. The HOMO energy comes out at -10.238 eV. Its HOMO-LUMO gap is 10.4 eV.

From a Löwdin analysis of the wavefunction, the atomic charges in e read:
1 O -0.052
2 O -0.055
3 O -0.074
4 O -0.022
5 O -0.030
6 O -0.043
7 H 0.057
8 H -0.006
9 H -0.001
10 H 0.072
11 H -0.022
12 H 0.027
13 H 0.024
14 H 0.076
15 H -0.006
16 H 0.065
17 H 0.033
18 H -0.042

---

(y)
A cluster of 6 separate species, H12O6 in total, computed with ωB97M-V/def2-TZVPD.

Element x y z (Å)
O  0.366  -0.482  1.695
O  -1.124  -1.242  -1.575
O  1.540  1.594  0.489
O  1.258  -2.092  -0.539
O  -0.547  1.954  -0.966
O  -1.924  0.218  0.480
H  -1.536  1.072  0.120
H  0.245  1.958  -0.381
H  1.120  -1.831  0.369
H  0.093  -0.557  2.628
H  -0.490  -0.104  1.378
H  -0.926  -0.430  -2.066
H  1.612  -2.969  -0.525
H  -0.241  -1.463  -1.147
H  -0.933  2.761  -0.705
H  1.265  0.974  1.169
H  -1.852  -0.382  -0.323
H  2.075  1.022  -0.102

As for the SMILES: O.O.O.O.O.O. The value obtained for the LUMO energy is 0.44 eV. The HOMO energy comes out at -10.663 eV. Its HOMO-LUMO gap is 11.1 eV.

From a Löwdin analysis of the wavefunction, the atomic charges in e read:
1 O -0.084
2 O -0.074
3 O -0.044
4 O -0.026
5 O -0.053
6 O -0.126
7 H 0.017
8 H -0.005
9 H 0.015
10 H 0.084
11 H 0.015
12 H 0.052
13 H 0.055
14 H 0.027
15 H 0.034
16 H 0.008
17 H 0.019
18 H 0.089

---

(z)
A cluster of 6 separate species, H12O6 in total, computed with ωB97M-V/def2-TZVPD.

Element x y z (Å)
O  -2.769  -0.251  2.327
O  3.626  1.869  -3.002
O  1.349  0.390  -0.601
O  -1.016  0.085  0.277
O  1.050  -0.415  2.264
O  -2.566  -2.056  -0.555
H  1.503  -0.514  -0.862
H  3.552  2.757  -3.361
H  0.575  0.422  1.757
H  -2.109  -0.172  1.669
H  -2.014  -1.261  -0.199
H  0.227  -0.930  2.592
H  4.239  1.295  -3.459
H  -1.628  0.869  0.507
H  -0.207  0.464  -0.039
H  -2.324  -2.160  -1.481
H  -3.499  -0.763  2.044
H  2.012  0.371  0.124

As for the SMILES: O.O.O.O.O.O. The value obtained for the LUMO energy is 0.36 eV. The HOMO energy comes out at -10.842 eV. Its HOMO-LUMO gap is 11.2 eV.

From a Löwdin analysis of the wavefunction, the atomic charges in e read:
1 O -0.020
2 O -0.058
3 O -0.034
4 O -0.106
5 O -0.161
6 O -0.115
7 H 0.069
8 H 0.033
9 H 0.097
10 H -0.060
11 H 0.019
12 H 0.076
13 H 0.027
14 H 0.130
15 H -0.022
16 H 0.020
17 H 0.026
18 H 0.078

---

Winner for stability: (y)

---

(w)
A cluster of 6 separate species, H12O6 in total, computed with ωB97M-V/def2-TZVPD.

Element x y z (Å)
O  -0.115  0.127  0.336
O  -1.098  2.962  0.003
O  0.213  -3.354  2.429
O  -4.768  -1.429  -1.303
O  4.155  -1.692  -1.736
O  1.034  3.664  0.736
H  3.483  -1.013  -2.081
H  4.169  -2.320  -2.468
H  1.468  3.040  1.232
H  0.630  0.806  0.324
H  -4.278  -1.824  -2.027
H  0.076  -0.602  0.938
H  0.232  -3.711  1.564
H  0.498  -2.402  2.421
H  1.661  4.298  0.328
H  -1.666  2.648  -0.779
H  -1.497  2.334  0.605
H  -4.195  -1.533  -0.521

As for the SMILES: O.O.O.O.O.O. The value obtained for the LUMO energy is 0.02 eV. The HOMO energy comes out at -10.688 eV. Its HOMO-LUMO gap is 10.7 eV.

From a Löwdin analysis of the wavefunction, the atomic charges in e read:
1 O -0.080
2 O -0.107
3 O -0.054
4 O -0.067
5 O -0.098
6 O -0.041
7 H 0.073
8 H 0.024
9 H -0.021
10 H 0.068
11 H 0.026
12 H 0.011
13 H 0.008
14 H 0.050
15 H 0.068
16 H 0.085
17 H 0.014
18 H 0.041

---

(x)
A cluster of 6 separate species, H12O6 in total, computed with ωB97M-V/def2-TZVPD.

Element x y z (Å)
O  -0.460  -0.039  1.993
O  -1.470  1.220  -0.310
O  1.650  -0.445  -1.247
O  -0.916  -0.909  -1.799
O  0.338  -2.039  0.420
O  1.025  1.823  0.491
H  1.659  0.349  -0.681
H  0.183  0.724  1.789
H  -1.272  0.349  1.562
H  0.035  -0.727  -1.974
H  0.662  -2.765  1.117
H  -0.766  -1.673  -1.185
H  -1.315  0.358  -0.809
H  1.463  -1.145  -0.619
H  1.247  2.739  0.904
H  -2.273  1.559  -0.737
H  0.061  -1.295  1.002
H  0.150  1.917  0.084

As for the SMILES: O.O.O.O.O.O. The value obtained for the LUMO energy is 0.43 eV. The HOMO energy comes out at -10.863 eV. Its HOMO-LUMO gap is 11.3 eV.

From a Löwdin analysis of the wavefunction, the atomic charges in e read:
1 O -0.104
2 O -0.100
3 O -0.066
4 O -0.084
5 O -0.132
6 O -0.102
7 H 0.025
8 H 0.057
9 H 0.061
10 H 0.029
11 H 0.147
12 H 0.051
13 H 0.024
14 H -0.007
15 H 0.127
16 H 0.073
17 H -0.006
18 H 0.006

---

(y)
A cluster of 6 separate species, H12O6 in total, computed with ωB97M-V/def2-TZVPD.

Element x y z (Å)
O  0.747  1.738  1.079
O  -3.389  -1.911  0.024
O  1.204  0.271  -3.828
O  0.143  -0.504  -1.272
O  -1.715  0.246  0.912
O  2.558  -0.401  2.249
H  -0.729  -0.468  -0.847
H  0.562  2.181  0.237
H  2.078  -0.132  -3.845
H  -0.912  0.737  1.185
H  -2.438  0.663  1.398
H  -2.686  -1.387  0.445
H  0.878  2.452  1.717
H  2.228  0.056  1.466
H  0.840  0.057  -2.943
H  -3.544  -2.650  0.621
H  0.756  -0.198  -0.595
H  3.420  -0.749  1.995

As for the SMILES: O.O.O.O.O.O. The value obtained for the LUMO energy is -0.12 eV. The HOMO energy comes out at -10.745 eV. Its HOMO-LUMO gap is 10.6 eV.

From a Löwdin analysis of the wavefunction, the atomic charges in e read:
1 O -0.045
2 O -0.070
3 O -0.084
4 O -0.039
5 O -0.068
6 O -0.061
7 H 0.034
8 H 0.077
9 H 0.024
10 H 0.021
11 H 0.067
12 H -0.013
13 H 0.077
14 H -0.008
15 H -0.012
16 H 0.033
17 H 0.028
18 H 0.038

---

Winner for stability: (x)

---

(w)
A cluster of 6 separate species, H12O6 in total, computed with ωB97M-V/def2-TZVPD.

Element x y z (Å)
O  -1.684  3.187  1.990
O  5.818  -1.445  -0.610
O  2.902  1.067  -2.228
O  -4.530  -0.851  1.625
O  0.116  -0.406  0.155
O  -2.370  -3.316  -0.262
H  4.978  -1.202  -0.998
H  -2.554  3.500  2.238
H  3.375  1.056  -3.060
H  0.824  -0.079  -0.400
H  -1.852  -2.561  -0.541
H  -1.589  3.442  1.073
H  -5.445  -0.593  1.741
H  -4.269  -0.444  0.799
H  3.204  1.864  -1.791
H  -0.247  0.377  0.567
H  -3.016  -2.954  0.344
H  6.339  -0.643  -0.643

As for the SMILES: O.O.O.O.O.O. The value obtained for the LUMO energy is 0.17 eV. The HOMO energy comes out at -10.942 eV. Its HOMO-LUMO gap is 11.1 eV.

From a Löwdin analysis of the wavefunction, the atomic charges in e read:
1 O -0.053
2 O -0.050
3 O -0.048
4 O -0.048
5 O -0.042
6 O -0.052
7 H 0.018
8 H 0.030
9 H 0.033
10 H 0.017
11 H 0.016
12 H 0.026
13 H 0.031
14 H 0.028
15 H 0.032
16 H 0.024
17 H 0.012
18 H 0.026

---

(x)
A cluster of 6 separate species, H12O6 in total, computed with ωB97M-V/def2-TZVPD.

Element x y z (Å)
O  1.592  1.959  1.238
O  3.762  -1.203  -1.132
O  -0.883  2.087  -1.218
O  0.258  -1.410  1.320
O  -4.860  -0.523  -0.117
O  0.352  -0.606  -0.412
H  -0.650  -1.344  0.840
H  -0.254  -0.096  -0.930
H  -4.317  -1.338  -0.023
H  1.595  2.062  2.181
H  -5.667  -0.854  -0.412
H  -1.340  1.201  -1.167
H  2.420  2.420  0.995
H  3.009  -0.542  -0.853
H  4.530  -0.851  -0.620
H  0.167  -2.347  1.607
H  1.121  -0.857  -1.032
H  -0.835  2.242  -0.264

As for the SMILES: O.O.O.O.O.O. The value obtained for the LUMO energy is 0.24 eV. The HOMO energy comes out at -9.457 eV. Its HOMO-LUMO gap is 9.7 eV.

From a Löwdin analysis of the wavefunction, the atomic charges in e read:
1 O -0.051
2 O -0.114
3 O -0.070
4 O -0.145
5 O -0.043
6 O -0.127
7 H 0.090
8 H 0.002
9 H 0.053
10 H 0.023
11 H -0.009
12 H 0.044
13 H 0.050
14 H 0.068
15 H 0.047
16 H 0.048
17 H 0.101
18 H 0.034

---

Winner for stability: (w)

---

(w)
A structure of composition C14H13LiN4O2, computed with ωB97M-V/def2-TZVPD.

Element x y z (Å)
O  -9.115  -8.788  -5.195
O  -8.758  -10.875  -3.205
N  -7.969  -7.642  -1.706
N  -8.498  -6.747  0.305
N  -11.441  -7.202  -0.551
N  -10.676  -8.207  -2.389
C  -8.551  -13.020  -4.065
C  -12.079  -8.232  -2.412
C  -6.848  -7.251  -1.065
C  -9.348  -9.404  -7.355
C  -8.764  -11.571  -4.245
C  -9.044  -12.151  -6.581
C  -7.151  -6.741  0.177
C  -9.189  -11.757  -7.968
C  -9.297  -10.438  -8.328
C  -10.323  -7.484  -1.297
C  -8.951  -11.185  -5.637
C  -8.964  -7.223  -0.931
C  -12.532  -7.668  -1.251
C  -9.167  -9.787  -6.048
Li  -8.973  -8.931  -3.385
H  -7.729  -13.440  -4.747
H  -13.549  -7.426  -0.942
H  -9.397  -10.186  -9.368
H  -5.886  -7.374  -1.535
H  -9.026  -13.192  -6.328
H  -9.717  -8.405  -7.581
H  -11.428  -6.760  0.370
H  -9.513  -13.583  -4.329
H  -9.232  -12.549  -8.746
H  -12.450  -8.669  -3.297
H  -8.359  -13.181  -3.014
H  -6.525  -6.304  0.924
H  -8.967  -6.689  1.205

The value obtained for the LUMO energy is -0.08 eV. The HOMO energy comes out at -6.522 eV. Its HOMO-LUMO gap is 6.4 eV.

From a Löwdin analysis of the wavefunction, the atomic charges in e read:
1 O -0.211
2 O -0.041
3 N 0.100
4 N 0.106
5 N 0.091
6 N 0.065
7 C -0.048
8 C -0.083
9 C -0.128
10 C -0.034
11 C -0.402
12 C -0.055
13 C -0.105
14 C -0.106
15 C -0.101
16 C -0.260
17 C -0.124
18 C -0.255
19 C -0.097
20 C -0.373
21 Li 0.617
22 H 0.116
23 H 0.113
24 H 0.090
25 H 0.109
26 H 0.085
27 H 0.113
28 H 0.160
29 H 0.117
30 H 0.096
31 H 0.100
32 H 0.075
33 H 0.107
34 H 0.161

---

(x)
A structure of composition C14H13LiN4O2, computed with ωB97M-V/def2-TZVPD.

Element x y z (Å)
O  10.370  -4.636  8.319
O  8.398  -5.847  9.248
N  11.585  -8.836  12.696
N  12.559  -6.222  10.246
N  14.028  -7.304  11.492
N  10.295  -7.658  11.322
C  10.255  -9.259  12.907
C  7.600  -5.198  8.545
C  12.712  -7.168  11.166
C  10.099  -2.926  6.805
C  7.239  -3.441  6.774
C  9.508  -8.521  12.046
C  13.806  -5.767  9.929
C  14.745  -6.427  10.680
C  5.364  -4.611  7.755
C  11.553  -7.880  11.726
C  5.867  -3.676  6.869
C  9.589  -4.083  7.603
C  6.178  -5.347  8.576
C  8.126  -4.201  7.568
Li  10.282  -5.963  9.803
H  7.567  -2.707  6.059
H  9.273  -2.214  6.453
H  15.827  -6.335  10.744
H  12.419  -9.205  13.145
H  14.398  -7.905  12.218
H  13.939  -4.983  9.188
H  5.187  -3.116  6.213
H  11.099  -2.655  7.209
H  5.776  -6.076  9.291
H  4.281  -4.765  7.771
H  10.495  -2.693  5.806
H  8.431  -8.476  11.895
H  9.990  -10.010  13.628

The value obtained for the LUMO energy is -0.15 eV. The HOMO energy comes out at -6.413 eV. Its HOMO-LUMO gap is 6.3 eV.

From a Löwdin analysis of the wavefunction, the atomic charges in e read:
1 O -0.030
2 O -0.143
3 N 0.096
4 N 0.073
5 N 0.098
6 N 0.072
7 C -0.067
8 C -0.405
9 C -0.270
10 C -0.041
11 C -0.056
12 C -0.127
13 C -0.123
14 C -0.074
15 C -0.127
16 C -0.266
17 C -0.135
18 C -0.442
19 C -0.032
20 C -0.083
21 Li 0.682
22 H 0.087
23 H 0.083
24 H 0.112
25 H 0.154
26 H 0.154
27 H 0.115
28 H 0.093
29 H 0.093
30 H 0.106
31 H 0.102
32 H 0.076
33 H 0.119
34 H 0.106

---

Winner for stability: (w)